Entry 1:
The following is a quantum chemistry calculation of a structure of composition C16H22BeBrCaCl3F14IKN2O9P3S at a distorted geometry, from the OMol25 dataset.

```
75
Properties=species:S:1:pos:R:3:forces:R:3
O 1.095 -4.490 -0.320 -1.06 0.27 0.00
C -0.073 -4.216 -0.185 1.27 -0.16 0.02
C -0.778 -3.064 -0.895 -0.53 0.20 -0.56
C -0.864 -1.759 -0.029 0.55 -2.18 -1.22
C 0.341 -0.916 -0.478 0.61 0.79 -0.12
F 1.409 -1.691 -0.704 -0.49 0.00 0.46
F 0.016 -0.357 -1.675 -0.31 -0.09 0.32
C 0.810 0.225 0.501 1.89 0.87 0.07
F -0.006 0.313 1.598 0.08 0.06 -0.53
F 0.820 1.408 -0.123 -0.32 -0.74 0.56
F 2.047 0.001 0.941 -1.15 -0.21 -0.18
O -0.733 -2.271 1.311 0.17 0.80 0.13
C -1.777 -1.843 2.065 -1.06 -0.29 -0.14
P -2.044 -2.696 3.732 1.32 -0.15 0.70
O -3.657 -2.544 3.806 -0.39 0.14 -0.53
I -1.456 -5.046 3.450 -0.28 0.31 -0.17
N -2.936 -1.800 1.041 0.34 0.12 1.10
Cl -3.612 -3.533 0.905 -0.39 -0.71 -0.36
C -2.303 -1.148 -0.170 -0.20 0.86 1.31
C -2.987 -1.238 -1.543 -0.75 -0.08 -0.09
C -4.451 -1.696 -1.586 0.09 -0.01 0.45
C -5.449 -0.894 -0.739 -0.42 -0.79 -0.57
C -6.704 -1.715 -0.423 0.23 1.10 0.17
S -7.453 -1.041 1.071 0.06 -0.82 0.17
O -6.500 -1.209 2.107 1.19 0.36 0.44
O -8.748 -1.540 1.283 -1.14 -0.02 -0.42
Cl -7.605 1.018 0.787 0.12 -0.16 -0.33
P -2.456 0.704 0.200 1.59 0.15 0.14
O -1.697 1.577 -0.711 -0.70 0.41 -0.60
H -0.711 -4.813 0.487 -0.07 -0.03 -0.08
H -0.359 -2.882 -1.892 0.33 0.03 0.44
H -1.785 -3.419 -1.097 -0.26 -0.13 0.25
H -1.721 -0.809 2.415 0.27 0.23 -0.13
H -3.897 -2.209 4.677 -0.18 -0.07 0.12
H -3.694 -1.318 1.531 -0.32 0.05 -0.42
H -2.440 -1.847 -2.246 0.39 -0.22 0.06
H -2.953 -0.244 -1.984 0.23 0.25 -0.12
H -4.543 -2.770 -1.366 0.26 0.56 0.15
H -4.769 -1.602 -2.616 0.01 -0.03 -0.33
H -5.793 -0.055 -1.336 0.16 0.52 0.15
H -5.065 -0.572 0.219 0.26 0.19 0.07
H -6.434 -2.717 -0.115 -0.15 -0.32 0.18
H -7.417 -1.727 -1.234 -0.31 -0.08 -0.07
H -3.819 1.100 0.046 1.93 -4.27 1.72
H -2.112 1.029 1.524 -0.60 -0.47 0.21
C 3.223 2.887 -0.896 -0.63 -0.49 0.51
C 2.915 4.360 -0.898 -0.36 -0.30 0.27
O 4.243 4.890 -0.852 -1.36 1.10 0.69
C 5.006 4.073 -1.404 0.02 0.36 0.21
O 6.194 4.466 -1.751 0.04 -1.14 0.27
O 4.501 2.868 -1.582 0.11 0.19 -0.12
F 2.235 4.751 0.210 0.20 -0.06 -0.06
H 3.371 2.451 0.159 -0.12 0.72 -1.25
H 2.486 2.295 -1.429 0.34 -0.02 -0.45
H 2.410 4.742 -1.793 0.43 0.49 -0.03
Br 4.562 1.995 1.701 0.44 -0.46 0.79
K -4.499 2.541 -0.474 -2.07 4.38 -1.67
F 8.254 4.059 4.973 0.38 -0.44 0.07
P 7.829 2.567 4.451 -5.68 -0.32 1.54
F 6.776 3.418 3.597 0.86 -0.09 -0.39
F 8.456 2.071 5.878 1.12 -0.52 -0.97
F 6.582 1.692 4.999 0.04 0.81 -0.24
F 9.527 2.515 3.983 1.33 0.63 0.99
F 7.894 1.554 3.155 0.51 -0.32 0.76
F 3.440 6.239 -2.751 -0.54 -0.43 -0.37
C 2.236 -1.061 -5.097 0.23 0.20 -0.25
C 1.513 -1.904 -4.162 0.02 -0.01 0.03
N 0.945 -2.560 -3.412 -0.01 0.01 -0.39
H 1.752 -0.091 -5.200 -0.07 -0.02 0.09
H 3.256 -0.892 -4.757 -0.02 -0.05 0.11
H 2.280 -1.523 -6.082 -0.06 -0.10 0.03
Ca 10.958 2.742 2.797 1.23 0.40 -1.74
Cl 6.918 2.914 -2.468 0.87 -0.02 -0.54
F 6.148 6.084 -0.390 0.76 -0.11 -0.03
Be -5.539 -4.285 -2.580 -0.26 -0.65 -0.31
```
Forces are in eV/Å.

## Properties
- Gap between HOMO and LUMO: 1.396 eV
- Net charge: +1
- E_tot: -9773.69249 hartree
- E_HOMO: -7.13 eV

***

Entry 2:
The following is a quantum chemistry calculation of a structure of composition C16H22Cl2HfO2Te at a distorted geometry, from the OMol25 dataset.

```
44
Properties=species:S:1:pos:R:3:forces:R:3
C 0.191 2.374 0.795 1.56 -1.02 -0.38
C 0.942 2.326 -0.413 -0.74 0.35 0.11
C 1.892 1.256 -0.303 0.33 -0.44 1.52
C 0.886 3.363 -1.497 -0.15 -0.36 -1.55
C 1.784 0.739 1.056 -0.41 1.89 -1.16
C 0.741 1.426 1.693 0.55 0.25 -0.43
C 0.399 1.316 3.140 -0.37 -0.30 0.34
C -0.855 3.328 1.132 -1.43 1.12 0.40
C 3.019 0.931 -1.233 0.58 -0.09 -0.15
C 2.834 -0.035 1.730 0.74 -1.33 0.59
Hf 0.326 0.380 -1.823 -1.44 -3.60 9.02
Cl 0.776 0.636 -3.919 0.91 0.61 -5.40
Cl -1.932 0.748 -1.111 -0.01 0.05 -0.82
O 0.681 -1.344 -0.804 -1.08 2.43 -0.05
H -0.157 3.579 -1.823 0.50 -0.04 0.23
H 1.420 3.006 -2.430 -0.45 0.45 0.86
H 1.348 4.321 -1.246 0.06 0.01 0.21
H 2.767 1.084 -2.299 0.34 0.07 0.26
H 3.361 -0.118 -1.146 -0.33 0.41 0.04
H 3.876 1.574 -1.005 0.21 0.03 -0.28
H 3.291 -0.786 1.058 -0.23 0.22 0.27
H 2.457 -0.580 2.623 0.13 0.27 -0.59
H 3.676 0.605 2.098 -0.55 -0.18 -0.31
H 0.638 0.313 3.519 -0.21 0.25 -0.09
H -0.679 1.462 3.295 0.30 -0.17 0.03
H 0.943 2.054 3.762 -0.10 -0.13 -0.26
H -1.466 3.639 0.256 0.33 -0.26 0.42
H -0.415 4.258 1.553 -0.19 -0.27 -0.15
H -1.558 2.942 1.909 0.50 0.14 -0.63
H 0.404 -1.618 0.112 0.00 0.56 -0.99
O -1.825 -1.493 2.226 -0.50 1.33 -3.45
H -2.031 -1.163 1.223 0.70 -1.21 3.58
Te 1.173 -3.577 -2.321 1.09 -0.95 -1.38
C -0.844 -3.759 -1.908 -1.25 -0.09 0.45
C -1.225 -4.666 -0.863 -0.79 1.15 -1.23
C -2.593 -4.837 -0.572 0.87 -0.07 -0.04
C -3.572 -4.125 -1.272 0.56 0.24 -0.44
C -3.197 -3.205 -2.270 0.15 0.13 -0.23
C -1.852 -3.005 -2.607 0.63 -1.20 1.36
H -0.399 -5.153 -0.339 -0.58 -0.04 0.01
H -2.876 -5.535 0.224 -0.02 0.30 -0.23
H -4.618 -4.271 -1.043 -0.07 0.04 0.07
H -3.964 -2.622 -2.808 0.31 -0.34 0.38
H -1.490 -2.293 -3.355 -0.45 -0.21 0.11
```
Forces are in eV/Å.

## Properties
- Gap between HOMO and LUMO: 4.096 eV
- Net charge: -2
- E_tot: -2009.79615 hartree
- E_HOMO: 0.28 eV

***

Entry 3:
The following is a quantum chemistry calculation of a structure of composition C16H22ClNTi at a distorted geometry, from the OMol25 dataset.

```
41
Properties=species:S:1:pos:R:3:forces:R:3
C 0.234 0.773 -6.372 -0.16 -0.35 5.89
C 1.595 1.254 -6.025 0.46 0.07 -0.53
C -0.033 -0.683 -6.291 -0.10 -0.45 -0.53
C -0.898 1.695 -6.116 -0.37 0.18 -0.53
Cl 0.396 1.304 -2.164 0.93 3.11 -2.75
H -0.053 -0.957 -7.366 -0.12 -0.57 0.10
H -1.027 -0.956 -5.840 0.85 0.60 -0.76
H 0.761 -1.299 -5.786 -0.48 0.91 -0.78
H 2.003 1.514 -7.018 0.51 0.19 0.04
H 2.274 0.486 -5.572 -0.79 0.40 -0.72
H 1.640 2.177 -5.392 -0.45 -0.69 -0.81
H -1.122 2.052 -7.136 -0.46 0.39 -0.02
H -0.670 2.589 -5.484 0.25 -0.77 -0.78
H -1.820 1.204 -5.713 0.88 0.15 -0.67
C 1.727 -1.456 0.671 -0.17 -0.25 -1.24
C 0.911 -2.194 -0.256 0.60 0.10 0.35
C 1.227 -1.735 -1.596 0.21 0.63 0.55
H 0.232 -3.032 0.020 0.79 0.83 -0.40
C 2.234 -0.684 -1.484 -0.40 -0.86 1.58
C 2.503 -0.492 -0.080 -0.60 -0.71 -0.94
H 3.227 0.243 0.318 -0.67 -0.58 -0.22
H 1.822 -1.669 1.756 -0.32 0.40 -0.98
H 0.815 -2.167 -2.510 0.29 0.16 0.34
H 2.754 -0.115 -2.270 -0.64 -0.49 0.45
C -2.293 1.070 0.032 -0.03 -0.71 -1.23
C -2.231 -0.170 0.739 0.17 -0.52 -1.36
C -2.012 -1.218 -0.215 -0.64 1.12 -0.11
H -2.405 -0.300 1.810 0.43 0.03 -0.47
C -2.057 -0.625 -1.553 0.25 0.79 2.14
C -2.251 0.805 -1.374 0.08 -1.47 1.31
H -2.357 1.571 -2.128 0.19 -0.22 -0.01
H -2.387 2.071 0.442 0.00 -0.31 0.07
H -1.931 -2.270 0.038 -0.18 0.24 -0.23
H -1.994 -1.204 -2.438 -0.12 -0.20 -0.76
Ti -0.031 -0.067 -0.673 -0.50 -1.84 3.75
C 0.206 0.352 3.996 -0.64 0.29 0.49
C 0.165 0.457 2.531 0.57 1.33 -2.48
N 0.218 0.647 1.374 -0.15 -0.54 3.35
H 1.173 -0.109 4.296 -0.68 0.30 -0.12
H -0.668 -0.272 4.365 1.10 0.75 -0.42
H 0.124 1.406 4.430 0.12 -1.43 -0.58
```
Forces are in eV/Å.

## Properties
- Gap between HOMO and LUMO: 5.858 eV
- Net charge: +2
- E_tot: -1986.67211 hartree
- E_HOMO: -14.30 eV

***

Entry 4:
The following is a quantum chemistry calculation of a structure of composition C16H22CrN2 at a distorted geometry, from the OMol25 dataset.

```
41
Properties=species:S:1:pos:R:3:forces:R:3
C 2.413 2.063 0.955 0.53 0.02 -1.48
C 1.738 2.962 0.048 1.80 -0.51 -0.64
C 1.861 2.423 -1.291 0.53 0.02 0.77
C 2.595 1.163 -1.216 -0.28 0.98 0.29
C 2.913 0.916 0.172 -0.03 1.13 0.55
Cr 0.819 1.024 -0.028 -2.93 0.79 1.82
N -0.572 1.992 1.836 2.19 -2.88 0.02
C -1.464 2.918 2.427 0.03 0.44 -1.36
C -1.653 3.742 1.206 -0.86 1.39 0.58
H 1.504 2.893 -2.211 0.04 -0.25 0.51
H 1.272 3.912 0.322 -0.02 -0.72 -0.15
H 2.904 0.566 -2.088 -0.37 0.25 0.65
H 3.469 0.069 0.573 -0.11 0.32 -0.15
H 2.472 2.205 2.040 -0.17 -0.30 -0.64
H -0.977 4.581 1.041 -0.32 -0.30 -0.35
H -0.953 3.457 3.251 -0.69 0.15 0.03
H -0.137 1.509 2.635 0.29 -0.13 -0.33
H -2.447 3.448 0.520 0.46 0.33 -0.08
H -2.422 2.466 2.719 -0.23 0.18 0.60
C 0.763 -2.355 1.208 -0.30 0.14 0.20
N 0.910 -2.795 -0.149 1.29 -0.61 0.16
C 0.578 -4.169 -0.401 -0.31 0.20 0.12
C 0.825 -1.840 -1.228 0.13 -0.11 -0.17
C -0.549 -1.248 -1.300 -0.84 -0.38 -0.75
C -1.557 -2.071 -1.816 -0.09 0.14 0.30
C -2.888 -1.671 -1.682 0.15 -0.14 -0.04
C -3.200 -0.460 -1.043 0.38 0.27 0.12
C -2.158 0.388 -0.587 -1.34 -0.78 -0.51
C -0.842 -0.004 -0.759 1.49 0.37 0.21
H 1.042 -3.201 1.857 -0.02 0.36 -0.01
H -0.268 -2.043 1.475 0.21 -0.08 -0.05
H 1.422 -1.494 1.422 -0.18 -0.28 -0.12
H -0.510 -4.376 -0.360 0.11 -0.09 -0.04
H 0.943 -4.466 -1.395 -0.05 0.00 0.26
H 1.062 -4.782 0.375 -0.10 -0.06 -0.28
H 1.613 -1.071 -1.096 -0.48 -0.39 -0.08
H 1.027 -2.403 -2.152 0.17 0.19 0.10
H -1.268 -3.038 -2.254 -0.39 0.37 0.06
H -3.661 -2.342 -2.061 -0.01 0.32 0.15
H -4.253 -0.195 -0.895 0.38 -0.01 -0.07
H -2.365 1.328 -0.071 -0.05 -0.36 -0.19
```
Forces are in eV/Å.

## Properties
- Spin multiplicity: 4
- Gap between HOMO and LUMO (spin up / spin down): 5.845 / 5.787 eV
- Net charge: -1
- E_tot: -1776.63415 hartree
- E_HOMO (spin up / spin down): -2.74 / -2.69 eV